1.
5 unconnected molecules or ions with the total composition C24H29ClN2O6 at a distorted geometry. Source: OMol25; level of theory: ωB97M-V/def2-TZVPD.

Geometry (Å):
C  -2.181  3.878  -3.629
C  -1.310  2.904  -4.297
N  0.115  3.080  -3.999
C  1.113  3.629  -4.806
C  2.206  3.711  -4.102
N  1.989  3.000  -2.902
C  0.653  2.511  -2.949
C  2.966  2.771  -1.895
H  -3.296  3.651  -3.758
H  -2.350  4.690  -4.131
H  -1.946  4.037  -2.597
H  -1.619  3.033  -5.419
H  -1.937  1.903  -4.072
H  1.064  4.085  -5.733
H  3.146  4.174  -4.433
H  0.117  1.894  -2.298
H  3.553  1.793  -2.083
H  2.749  2.641  -0.819
H  3.633  3.628  -2.181
Cl  -0.754  -0.631  -1.647
C  2.852  -3.062  2.923
C  1.875  -2.619  1.739
C  1.563  -3.659  0.931
C  2.249  -4.823  0.834
C  3.254  -5.163  1.915
C  3.521  -4.226  2.882
O  4.518  -4.461  3.817
O  0.729  -3.442  -0.181
H  3.056  -2.193  3.669
H  1.132  -1.683  1.544
H  2.069  -5.712  0.106
H  3.820  -6.114  1.894
H  5.123  -5.125  3.490
H  0.590  -2.647  -0.297
C  0.107  4.132  2.738
C  -0.986  3.680  1.723
C  -0.587  2.700  0.791
C  0.578  2.049  0.954
C  1.558  2.201  2.034
C  1.363  3.309  2.828
O  2.288  3.810  3.730
O  -1.582  2.238  -0.133
H  -0.123  4.979  3.374
H  -2.104  4.118  1.984
H  0.747  1.093  0.240
H  2.369  1.569  2.205
H  1.910  4.580  4.104
H  -1.436  1.619  -0.985
C  -4.526  -3.529  0.298
C  -4.356  -4.353  1.439
C  -3.380  -4.072  2.355
C  -2.561  -3.011  2.223
C  -2.622  -2.345  0.959
C  -3.563  -2.587  0.065
O  -3.647  -1.741  -1.059
O  -3.277  -4.930  3.469
H  -5.274  -3.954  -0.212
H  -4.959  -5.328  1.525
H  -1.829  -2.720  2.794
H  -1.886  -1.654  0.891
H  -2.762  -1.435  -1.239
H  -3.721  -5.874  3.392

Properties
Total energy   -1952.7224 a.u.
LUMO energy   -0.458 eV
Highest occupied orbital energy   -7.25 eV
Energy relative to the best compared isomer or geometry (same formula, charge and spin)   2.9873 eV
Frontier orbital gap   0.2495 hartree

---

2.
A single C6H9N molecule at a distorted geometry. Source: OMol25; level of theory: ωB97M-V/def2-TZVPD.

Geometry (Å):
C  2.542  -0.395  0.143
C  1.750  -0.397  -0.777
C  0.397  -0.421  -1.312
C  -0.472  -0.002  -0.120
C  -0.486  1.519  0.153
C  -0.705  -1.000  0.955
N  -1.745  -0.701  -0.032
H  3.368  -0.354  0.782
H  0.317  0.231  -2.178
H  0.158  -1.451  -1.576
H  0.527  1.925  0.185
H  -0.971  1.754  1.106
H  -1.036  2.074  -0.624
H  -0.378  -2.055  0.938
H  -0.847  -0.651  1.978
H  -2.421  -0.075  0.381

Properties
Total energy   -288.6612 a.u.
SMILES   C#CC[C@]1(C)CN1
LUMO energy   0.996 eV
Highest occupied orbital energy   -9.61 eV
Energy relative to the best compared isomer or geometry (same formula, charge and spin)   3.2891 eV
Frontier orbital gap   0.3899 hartree

---

3.
A molecular structure, C32H26Cl2IN3O2TeTl at a distorted geometry. Source: OMol25; level of theory: ωB97M-V/def2-TZVPD.

Geometry (Å):
Tl  1.231  0.829  0.210
C  1.261  -2.978  -2.701
C  0.443  -1.737  -2.963
N  -0.445  -1.849  -3.997
C  -1.207  -0.778  -4.266
C  -1.125  0.424  -3.589
C  -2.066  1.537  -3.927
O  -3.074  1.693  -2.933
C  -0.185  0.497  -2.546
C  -0.073  1.786  -1.822
N  -0.328  1.900  -0.556
C  -0.428  3.220  -0.056
C  -1.511  4.004  -0.503
C  -1.726  5.306  -0.043
C  -0.864  5.853  0.897
C  0.201  5.093  1.380
C  0.416  3.781  0.918
I  2.030  2.773  1.806
C  0.635  -0.583  -2.165
O  1.465  -0.506  -1.198
H  0.995  -3.772  -3.407
H  1.073  -3.356  -1.691
H  2.328  -2.769  -2.825
H  -1.921  -0.928  -5.069
H  -2.570  1.353  -4.883
H  -1.531  2.485  -4.038
H  -2.757  1.241  -2.125
H  0.152  2.666  -2.451
H  -2.210  3.581  -1.220
H  -2.572  5.877  -0.414
H  -1.025  6.861  1.267
H  0.856  5.528  2.129
Cl  4.058  2.198  -0.326
C  4.940  0.972  0.518
C  6.331  1.104  0.586
C  7.094  0.147  1.253
C  6.467  -0.943  1.854
C  5.075  -1.078  1.787
Cl  4.366  -2.456  2.555
C  4.301  -0.121  1.119
N  2.876  -0.257  1.050
H  6.826  1.954  0.119
H  8.176  0.251  1.305
H  7.066  -1.688  2.373
Te  -0.544  -0.489  1.982
C  -1.879  -1.476  3.295
C  -1.542  -2.727  3.825
C  -2.426  -3.381  4.689
C  -3.647  -2.786  5.024
C  -3.983  -1.536  4.495
C  -3.100  -0.881  3.630
C  -1.414  -1.533  0.358
C  -0.911  -2.783  -0.020
C  -1.488  -3.475  -1.089
C  -2.569  -2.917  -1.781
C  -3.072  -1.668  -1.403
C  -2.495  -0.976  -0.334
H  -0.599  -3.191  3.566
H  -2.166  -4.349  5.098
H  -4.330  -3.292  5.693
H  -4.928  -1.075  4.754
H  -3.365  0.086  3.221
H  -0.076  -3.217  0.515
H  -1.099  -4.441  -1.381
H  -3.015  -3.453  -2.609
H  -3.909  -1.238  -1.939
H  -2.888  -0.010  -0.043
H  2.399  1.695  -0.955

Properties
Total charge   -1
Total energy   -3207.9950 a.u.
LUMO energy (spin up / spin down)   2.109 / 2.100 eV
Highest occupied orbital energy (spin up / spin down)   -2.96 / -3.73 eV
Frontier orbital gap (spin up / spin down)   0.1864 / 0.2141 hartree

---

4.
13 unconnected molecules or ions with the total composition C17H17Cl36F2NO4 at a distorted geometry. Source: OMol25; level of theory: ωB97M-V/def2-TZVPD.

Geometry (Å):
C  4.258  -2.298  1.410
C  3.516  -1.166  0.759
O  4.112  -0.204  0.401
O  2.172  -1.207  0.502
C  1.394  -1.948  1.410
N  0.003  -1.759  1.009
C  -0.579  -0.571  1.436
O  -1.631  -0.204  1.057
F  0.102  0.179  2.262
C  -0.780  -2.912  1.295
O  -1.008  -3.376  2.347
F  -1.209  -3.477  0.211
H  3.670  -3.138  1.742
H  4.832  -1.916  2.235
H  4.999  -2.601  0.676
H  1.624  -2.995  1.392
H  1.560  -1.620  2.426
C  -3.790  -2.109  4.282
Cl  -4.896  -2.331  2.926
Cl  -2.380  -1.177  3.786
Cl  -4.612  -1.335  5.637
H  -3.448  -3.084  4.604
C  8.093  -2.150  -0.980
Cl  7.392  -2.724  0.538
Cl  9.667  -2.883  -1.281
Cl  7.059  -2.398  -2.392
H  8.237  -1.086  -0.848
C  -1.250  3.188  0.660
Cl  -2.272  3.768  -0.657
Cl  0.440  3.590  0.356
Cl  -1.793  3.849  2.200
H  -1.317  2.111  0.717
C  -4.300  -6.576  2.671
Cl  -4.563  -7.535  1.214
Cl  -3.664  -7.581  3.977
Cl  -3.226  -5.219  2.346
H  -5.255  -6.183  2.996
C  -1.778  3.357  -4.528
Cl  -2.877  2.021  -4.881
Cl  -0.101  2.867  -4.773
Cl  -2.169  4.769  -5.511
H  -1.901  3.627  -3.488
C  2.404  6.414  1.985
Cl  4.145  6.195  2.175
Cl  1.647  6.788  3.532
Cl  2.054  7.667  0.793
H  1.982  5.491  1.617
C  3.073  9.912  -2.198
Cl  3.771  11.474  -2.627
Cl  1.314  9.945  -2.370
Cl  3.769  8.624  -3.178
H  3.305  9.711  -1.161
C  -4.108  7.732  -7.112
Cl  -2.399  7.302  -7.240
Cl  -4.610  8.700  -8.499
Cl  -5.116  6.294  -6.961
H  -4.237  8.330  -6.220
C  3.786  -6.104  -2.428
Cl  3.060  -5.867  -4.013
Cl  5.030  -4.885  -2.137
Cl  2.534  -6.138  -1.186
H  4.266  -7.074  -2.419
C  0.730  -10.584  -2.190
Cl  1.112  -10.691  -3.909
Cl  1.334  -11.999  -1.325
Cl  1.386  -9.098  -1.499
H  -0.343  -10.559  -2.085
C  -2.214  10.898  -1.602
Cl  -2.733  9.265  -2.024
Cl  -3.532  12.050  -1.823
Cl  -1.600  10.953  0.049
H  -1.409  11.177  -2.269
C  -6.224  -7.619  7.264
Cl  -4.504  -8.009  7.215
Cl  -6.695  -6.641  5.869
Cl  -7.197  -9.085  7.352
H  -6.410  -7.037  8.156

Properties
Total energy   -17780.2674 a.u.
LUMO energy   0.100 eV
Highest occupied orbital energy   -10.81 eV
Frontier orbital gap   0.4008 hartree

---

5.
A gas-phase ion, C6H9BrN3 (charge +1) at a distorted geometry. Source: OMol25; level of theory: ωB97M-V/def2-TZVPD.

Geometry (Å):
N  -1.886  -2.136  0.120
C  -1.260  -1.605  1.165
N  -1.172  0.049  0.950
N  -0.124  0.515  0.291
C  1.183  0.588  0.949
C  2.295  0.910  0.261
C  2.182  1.349  -1.063
C  0.950  1.385  -1.586
C  -0.262  1.022  -0.998
Br  -1.926  1.113  -1.762
H  -2.861  -1.851  0.083
H  -1.383  -2.320  -0.791
H  -0.192  -1.938  1.421
H  -1.901  -1.650  2.026
H  -1.982  0.634  0.781
H  1.263  0.060  1.860
H  3.245  0.954  0.707
H  2.974  1.414  -1.753
H  0.858  1.508  -2.659

Properties
Total charge   +1
Total energy   -2971.9784 a.u.
SMILES   NCN[n+]1ccccc1Br
LUMO energy   -4.551 eV
Highest occupied orbital energy   -12.76 eV
Energy relative to the best compared isomer or geometry (same formula, charge and spin)   0.0000 eV
Frontier orbital gap   0.3016 hartree

---

6.
A single C3H4N2O2 molecule. Source: OMol25; level of theory: ωB97M-V/def2-TZVPD.

Geometry (Å):
N  0.897  -1.320  0.552
C  0.070  -0.143  0.504
C  -1.242  -0.487  -0.205
O  -1.771  0.243  -1.003
N  0.695  1.019  -0.077
C  0.254  1.902  -0.789
O  0.007  2.834  -1.453
H  1.665  -1.184  1.200
H  1.305  -1.495  -0.362
H  -0.207  0.092  1.542
H  -1.672  -1.461  0.091

Properties
Total energy   -376.7026 a.u.
SMILES   N[C@H](C=O)N=C=O
LUMO energy   0.489 eV
Highest occupied orbital energy   -10.22 eV
Energy relative to the best compared isomer or geometry (same formula, charge and spin)   1.6641 eV
Frontier orbital gap   0.3937 hartree

---

7.
A molecular structure, C6H4N2O3Zn at a distorted geometry. Source: OMol25; level of theory: ωB97M-V/def2-TZVPD.

Geometry (Å):
O  0.003  4.690  -3.067
C  0.000  3.557  -2.867
Zn  -0.004  -1.251  -1.495
C  1.895  -1.247  -2.318
C  -1.919  -1.263  -2.328
O  3.043  -1.386  -2.649
O  -3.025  -1.366  -2.644
N  -0.004  0.667  2.426
C  0.005  -0.644  2.800
C  0.007  -1.363  1.646
N  0.000  -0.519  0.462
C  -0.005  0.649  1.055
H  -0.007  1.446  3.061
H  0.008  -1.074  3.808
H  0.014  -2.445  1.506
H  -0.011  1.552  0.602

Properties
Total charge   +2
Total energy   -2344.9064 a.u.
LUMO energy   -10.268 eV
Highest occupied orbital energy   -17.01 eV
Energy relative to the best compared isomer or geometry (same formula, charge and spin)   0.8003 eV
Frontier orbital gap   0.2478 hartree

---

8.
A molecular structure, C3H6OS at a distorted geometry. Source: OMol25; level of theory: ωB97M-V/def2-TZVPD.

Geometry (Å):
C  1.734  0.733  -0.528
C  0.246  -0.140  -0.785
C  -2.207  -0.574  1.171
H  2.313  0.415  -1.332
H  2.271  0.042  0.587
H  1.773  1.894  -0.346
H  0.304  -1.276  -0.692
H  -0.213  0.036  -1.861
H  -2.897  -1.404  0.553
O  -2.425  -0.216  2.595
S  -0.900  0.490  0.636

Properties
Total energy   -591.1424 a.u.
LUMO energy   -0.300 eV
Highest occupied orbital energy   -9.33 eV
Energy relative to the best compared isomer or geometry (same formula, charge and spin)   5.1862 eV
Frontier orbital gap   0.3320 hartree